(1)
Here is a structure of composition C10H25IO4PSi in a non-equilibrium geometry from the Open Molecules 2025 dataset. Energies are from wB97M-V/def2-TZVPD.

```
42
Properties=species:S:1:pos:R:3:mulliken_charge:R:1
C 3.5285 -0.0966 -2.9976 -1.137
Si 2.2274 0.9243 -3.9263 0.557
C 0.7986 1.3810 -2.7591 -0.647
C 1.4499 -0.0365 -5.3716 -1.081
C 3.0764 2.3500 -4.7190 -0.919
I 3.2842 4.0357 -3.3698 -0.327
H 3.5896 0.1994 -1.9463 0.296
H 4.5107 0.1069 -3.4255 0.335
H 3.3582 -1.1771 -3.0511 0.314
H -0.0894 1.5148 -3.3832 0.283
H 0.5724 0.5214 -2.1158 -0.078
H 0.9989 2.2580 -2.1504 0.307
H 0.9124 0.6964 -5.9781 0.263
H 2.1944 -0.5247 -5.9983 0.308
H 0.6947 -0.7324 -4.9952 0.299
H 2.4327 2.6693 -5.5487 0.229
O -1.1299 0.3753 0.2911 -0.702
P -0.9478 -0.0427 1.6833 0.905
O -1.0338 -1.6520 1.7662 -0.261
C -0.0798 -2.4301 1.0301 -0.293
C 1.2711 -2.4771 1.7194 -0.963
O -2.3821 0.3037 2.3831 -0.339
C -3.2211 1.3311 1.8534 -0.357
C -4.4195 0.7210 1.1600 -1.151
O -0.0557 0.2866 2.9536 -0.295
C -0.5234 0.3098 4.3064 -0.166
C -0.9223 -1.0467 4.8389 -0.921
H 0.0182 -2.0362 0.0157 0.273
H -0.4961 -3.4342 0.9552 0.297
H 1.7315 -1.4879 1.7491 0.259
H 1.9444 -3.1526 1.1914 0.413
H 1.1648 -2.8163 2.7509 0.210
H -2.6682 1.9779 1.1735 0.396
H -3.5483 1.9432 2.6984 0.310
H -4.1014 0.0337 0.3766 0.283
H -5.0474 1.4955 0.7169 0.386
H -5.0184 0.1491 1.8712 0.300
H -1.3230 1.0379 4.4260 0.217
H 0.3205 0.6870 4.8864 0.350
H -1.8375 -1.4060 4.3712 0.270
H -1.0939 -0.9767 5.9144 0.399
H -0.1406 -1.7831 4.6536 0.175
```

## Properties
* lowest unoccupied orbital energy: 2.389 eV
* DFT total energy: -1625.6041 Ha
* charge: -1

=====

(2)
Here is a cluster of 3 separate species, C10H25N2Si in total in a non-equilibrium geometry from the Open Molecules 2025 dataset. Energies are from wB97M-V/def2-TZVPD.

```
38
Properties=species:S:1:pos:R:3:mulliken_charge:R:1
C 0.7426 -2.8430 0.0838 -0.991
C -0.5485 -2.6370 0.4033 0.315
C 0.2597 2.1411 -0.2304 -1.277
C -1.4931 -0.3521 -2.4335 -0.828
C 0.3866 1.1449 -2.8573 -1.094
C 3.4435 0.1623 0.8864 -1.077
C 1.8310 0.6277 2.6296 -1.108
C -3.7672 0.3121 0.0823 -1.056
C -1.0035 -1.9259 1.5393 -1.146
C -0.7291 1.1686 -0.7142 0.820
N -0.6127 0.6698 -1.9221 0.202
N 2.0385 0.3325 1.2207 0.128
Si -1.9681 0.6024 0.5864 0.300
H 1.0301 -3.3995 -0.7909 0.304
H 1.5442 -2.5198 0.7261 0.413
H -1.3082 -3.0503 -0.2490 0.345
H 0.6716 2.7775 -1.0068 0.445
H 1.0990 1.5649 0.2368 0.341
H -0.1507 2.7673 0.5550 0.454
H -0.9115 -1.0872 -2.9895 0.422
H -1.9982 -0.8590 -1.6165 0.052
H -2.2326 0.0822 -3.1105 0.314
H 1.3890 1.0302 -2.4431 0.354
H 0.3213 0.5785 -3.7820 0.374
H 0.2202 2.1990 -3.0916 0.393
H 3.9656 1.0993 1.0725 0.411
H 3.9302 -0.6215 1.4772 0.329
H 3.5331 -0.0871 -0.1694 0.303
H 2.3164 1.5728 2.8676 0.422
H 0.7630 0.7141 2.8244 0.277
H 2.2437 -0.1429 3.2929 0.366
H -4.3820 0.3140 0.9799 0.347
H -4.1417 1.1069 -0.5619 0.375
H -3.9501 -0.6336 -0.4229 0.359
H -0.2853 -1.5929 2.2687 0.324
H -1.9975 -2.1192 1.9034 0.494
H 1.5272 -0.5163 0.9774 -0.290
H -1.7769 1.4191 1.7774 -0.116
```

## Properties
* lowest unoccupied orbital energy (spin up / spin down): -4.448 / -4.402 eV
* relative energy (zero: lowest compared OMol25 entry of this formula, charge and spin): 30.03 kcal per mole
* DFT total energy: -794.6647 Ha
* charge: +1

=====

(3)
Here is a cluster of 2 separate species, C10H25N4 in total in a non-equilibrium geometry from the Open Molecules 2025 dataset. Energies are from wB97M-V/def2-TZVPD.

```
39
Properties=species:S:1:pos:R:3:mulliken_charge:R:1
C 2.0561 -0.8298 -0.3070 0.313
C 3.3539 -1.2861 0.3898 -1.363
C 0.5653 -0.8814 -2.0555 -0.571
C 2.1093 1.9725 -1.2091 -1.099
C 0.3887 2.5863 0.3440 -1.006
C 0.2916 -1.5315 1.6741 -1.008
C 0.3287 0.6528 2.6482 -1.527
C -2.8569 0.2189 -1.5391 -0.634
C -4.1398 -1.3451 -0.0686 -0.983
C 1.2845 0.3597 0.3865 0.932
N 1.7044 -1.3505 -1.4105 -0.508
N 1.4053 1.6130 -0.0098 0.134
N 0.6310 -0.1676 1.4655 0.292
N -2.8524 -0.9231 -0.5889 -0.135
H 3.0058 -1.5334 1.3981 0.286
H 3.8055 -2.1069 -0.1185 0.432
H 4.0019 -0.3863 0.6796 0.282
H 0.5296 -0.9819 -3.1246 0.384
H 0.4163 0.1745 -1.8130 0.145
H -0.2464 -1.4374 -1.6949 0.249
H 1.4719 2.4177 -1.9359 0.426
H 2.7630 2.8164 -1.0269 0.364
H 2.7846 1.1893 -1.4692 0.453
H -0.4492 2.3867 -0.2763 0.240
H 0.0485 2.4194 1.3149 0.360
H 0.7243 3.7004 0.3071 0.307
H 0.9103 -2.1288 2.4605 0.305
H -0.7680 -1.5035 2.0673 0.412
H 0.2728 -2.0412 0.7287 0.347
H 0.3548 0.0827 3.5251 0.475
H 1.0371 1.4457 2.7056 0.517
H -0.7505 1.1438 2.4826 0.380
H -3.7313 0.8328 -1.5226 0.407
H -1.9819 0.8013 -1.1901 -0.118
H -2.4639 -0.1823 -2.4506 0.343
H -3.9851 -2.2537 0.6111 0.276
H -4.5925 -0.4727 0.5185 0.321
H -4.8695 -1.6935 -0.8058 0.353
H -2.5581 -1.7771 -1.0905 0.214
```

## Properties
* lowest unoccupied orbital energy: -3.143 eV
* relative energy (zero: lowest compared OMol25 entry of this formula, charge and spin): 108.90 kcal per mole
* DFT total energy: -614.6918 Ha
* charge: +1

=====

(4)
Here is a cluster of 2 separate species, C10H25N4O2 in total from the Open Molecules 2025 dataset. Energies are from wB97M-V/def2-TZVPD.

```
41
Properties=species:S:1:pos:R:3:mulliken_charge:R:1
N -0.6512 -0.0738 4.4453 -0.671
C -0.5579 -0.5805 3.0848 0.099
C -1.8991 -0.4016 2.3707 -0.803
C -1.8749 -0.4950 0.8423 -0.423
C -1.4466 -1.8446 0.2450 -0.766
C 0.0455 -2.1916 0.2544 -0.798
N 0.8941 -1.0339 -0.1647 0.336
C 2.3387 -1.1248 0.1984 -0.554
C 2.8840 0.3004 0.1132 -0.533
O 2.2511 1.0310 -0.9301 -0.478
C 1.8970 0.2274 -2.0438 -0.665
C 0.8055 -0.7716 -1.6357 -0.417
H 0.0586 -0.4714 5.0477 0.242
H -0.5371 0.9323 4.4764 0.243
H -0.2961 -1.6382 3.1514 0.251
H 0.2377 -0.0847 2.4926 -0.002
H -2.2822 0.5827 2.6498 0.409
H -2.6123 -1.1254 2.7707 0.225
H -1.2998 0.3418 0.4214 0.146
H -2.8857 -0.3139 0.4761 0.426
H -1.8232 -1.9165 -0.7763 0.458
H -1.9397 -2.6426 0.8061 0.420
H 0.3987 -2.5046 1.2322 0.399
H 0.2519 -2.9962 -0.4502 0.401
H 0.5324 -0.1973 0.3011 0.088
H 2.7955 -1.8138 -0.5101 0.399
H 2.4457 -1.5197 1.2067 0.352
H 3.9706 0.2901 -0.0021 0.384
H 2.6402 0.8370 1.0318 0.356
H 2.7743 -0.2821 -2.4530 0.291
H 1.5091 0.9008 -2.8046 0.442
H 0.9454 -1.7223 -2.1503 0.438
H -0.1915 -0.3905 -1.8468 0.267
C -1.2905 2.3539 -2.5945 0.685
O -1.5838 1.2100 -2.2569 -0.643
N -2.0399 3.0498 -3.4864 -0.460
N -0.1933 3.0061 -2.1042 -0.317
H -1.8316 3.9882 -3.7715 0.151
H -2.8543 2.5965 -3.8583 0.236
H 0.3714 2.5430 -1.4151 0.206
H 0.0433 3.9458 -2.3633 0.182
```

## Properties
* lowest unoccupied orbital energy: -2.226 eV
* DFT total energy: -765.3327 Ha
* charge: +1

=====

(5)
Here is a cluster of 6 separate species, C10H25N5O15S2 in total from the Open Molecules 2025 dataset. Energies are from wB97M-V/def2-TZVPD.

```
57
Properties=species:S:1:pos:R:3:mulliken_charge:R:1
O -1.9236 3.3725 -0.2576 -0.639
S -2.2322 2.1465 -0.9418 1.005
O -3.5906 1.7262 -1.0957 -0.565
C -1.2180 0.8763 -0.1670 -1.059
C -1.9217 -0.4229 0.2531 0.034
C -0.9299 -1.3823 0.9033 -0.391
C -0.7046 -1.1629 2.4048 -0.505
C -1.2344 0.1626 2.9578 -0.840
S -2.9300 0.4473 2.4892 1.127
O -3.1883 1.8484 2.3649 -0.499
O -3.7420 -0.3138 3.3899 -0.671
O -3.1000 -0.2210 1.0513 -0.415
H -1.7000 2.2689 -2.1839 0.135
H -0.6847 1.3762 0.6373 0.340
H -0.4749 0.5865 -0.9150 0.713
H -2.2576 -0.8825 -0.6703 0.352
H -0.0086 -1.3086 0.3252 0.143
H -1.2593 -2.4152 0.7802 0.307
H -1.1625 -1.9664 2.9810 0.401
H 0.3633 -1.2070 2.6066 0.183
H -1.3100 0.1005 4.0422 0.571
H -0.6005 1.0037 2.6859 0.322
C 4.0949 -1.8178 0.3534 -0.737
N 2.6874 -1.6229 0.7977 0.936
O 2.4322 -0.6307 1.4508 -0.524
O 1.8763 -2.4680 0.4706 -0.550
H 4.6932 -0.9921 0.7102 0.299
H 4.4359 -2.7613 0.7690 0.280
H 4.0860 -1.8605 -0.7319 0.309
C 7.8378 0.8710 2.5687 -0.690
N 7.2696 0.4869 1.2477 0.846
O 6.6728 -0.5730 1.1700 -0.554
O 7.4355 1.2554 0.3313 -0.500
H 7.6075 0.0881 3.2806 0.311
H 8.9087 0.9884 2.4357 0.275
H 7.3831 1.8154 2.8515 0.285
C -3.0824 4.5000 3.9066 -0.625
N -2.8173 5.0913 5.2464 0.914
O -3.1228 6.2504 5.4337 -0.549
O -2.3034 4.3656 6.0736 -0.552
H -3.5318 5.2599 3.2794 0.304
H -2.1328 4.1660 3.5031 0.230
H -3.7465 3.6538 4.0430 0.281
C -3.9433 -1.8516 -4.1266 -0.833
N -2.6266 -1.6178 -3.4755 0.963
O -2.5338 -0.6772 -2.7148 -0.551
O -1.7256 -2.3855 -3.7436 -0.578
H -4.6299 -1.0880 -3.7816 0.336
H -3.7849 -1.7939 -5.1994 0.303
H -4.2723 -2.8459 -3.8399 0.312
C 0.1825 -3.0255 -6.0762 -0.609
N 0.6368 -2.1454 -7.1869 0.875
O 1.6546 -2.4420 -7.7733 -0.531
O -0.0549 -1.1770 -7.4275 -0.536
H 0.8859 -3.8435 -5.9761 0.324
H 0.1461 -2.4212 -5.1780 0.246
H -0.8086 -3.3840 -6.3329 0.241
```

## Properties
* lowest unoccupied orbital energy: -0.541 eV
* DFT total energy: -2594.2521 Ha
* charge: 0
* SMILES: O=[SH](=O)C[C@H]1CCCS(=O)(=O)O1.C[N+](=O)[O-].C[N+](=O)[O-].C[N+](=O)[O-].C[N+](=O)[O-].C[N+](=O)[O-]

=====

(6)
Here is the ion C10H25NP with charge +1 in a non-equilibrium geometry from the Open Molecules 2025 dataset. Energies are from wB97M-V/def2-TZVPD.

```
37
Properties=species:S:1:pos:R:3:mulliken_charge:R:1
C 4.0019 -0.2212 -0.5435 -1.272
C -0.0052 -1.8657 1.9676 -1.405
C -1.7613 -1.3693 -2.1670 -1.207
C -3.3137 1.0660 0.2903 -1.170
C -1.0636 2.5034 0.7576 -1.269
C 3.0946 1.0151 -0.5705 -0.862
C 1.6668 0.9211 -0.1106 0.074
C -0.5888 -0.5613 1.4646 -0.621
C -1.2230 -1.5294 -0.8002 -0.747
C 0.7430 -0.1533 -0.7606 -1.022
N -0.6605 -0.2911 -0.0008 0.601
P -1.6597 1.2594 -0.4710 0.217
H 3.7015 -0.8729 -1.3293 0.327
H 3.7962 -0.6890 0.3758 0.337
H 5.0686 0.0427 -0.7244 0.346
H -0.3292 -2.6996 1.3772 0.325
H 1.1549 -1.9383 1.8951 0.207
H -0.1880 -1.8969 3.0289 0.474
H -2.6226 -0.7141 -2.3819 0.304
H -1.0224 -1.2230 -3.0148 0.297
H -2.3698 -2.3358 -2.3850 0.389
H -3.9343 0.3425 -0.1350 0.424
H -3.6209 2.0660 0.5886 0.453
H -3.2057 0.7011 1.4031 0.309
H -1.5916 2.4573 1.6807 0.452
H -1.2844 3.4595 0.3319 0.420
H -0.0386 2.6092 0.8005 0.397
H 3.6091 1.7965 0.0342 0.391
H 3.0670 1.3371 -1.6404 0.355
H 1.6444 0.5775 1.0047 0.220
H 1.3171 1.9237 -0.2348 0.195
H -0.0233 0.2114 1.9699 0.514
H -1.5499 -0.6848 1.8083 0.449
H -0.5257 -2.3943 -0.7863 0.392
H -1.9793 -1.8614 -0.2039 0.626
H 0.4546 0.0838 -1.7198 0.512
H 1.2421 -1.0721 -0.7991 0.569
```

## Properties
* lowest unoccupied orbital energy: -2.232 eV
* relative energy (zero: lowest compared OMol25 entry of this formula, charge and spin): 46.35 kcal per mole
* DFT total energy: -791.8031 Ha
* charge: +1
* SMILES: CCCC[N+](CC)(CC)P(C)C

=====

(7)
Here is a structure of composition C10H26BeN3O2 in a non-equilibrium geometry from the Open Molecules 2025 dataset. Energies are from wB97M-V/def2-TZVPD.

```
42
Properties=species:S:1:pos:R:3:mulliken_charge:R:1
Be 1.1852 0.2545 -0.1369 -0.169
N -4.0837 -0.9720 0.0401 -0.130
C -2.7359 -0.5958 0.5974 -0.206
C -2.3682 0.8453 0.2214 -1.283
C -1.4780 1.0265 -1.0246 0.450
N -0.0895 1.4398 -0.6418 -0.394
C -1.4021 -0.2275 -1.8853 -1.655
C -0.9144 -1.4376 -1.1011 0.359
N 0.5469 -1.2887 -0.8053 -0.396
C -1.6828 -1.6413 0.2194 -1.280
H -4.8116 -0.3169 0.3695 0.420
H -4.3560 -1.9118 0.3693 0.424
H -4.1089 -0.9855 -0.9892 0.296
H -2.8727 -0.6434 1.6823 0.377
H -1.8757 1.3113 1.0760 0.460
H -3.2884 1.4131 0.0753 0.328
H -1.9011 1.8333 -1.6324 0.521
H -0.1856 2.2008 0.0336 0.382
H 0.2953 1.8963 -1.4707 0.439
H -0.7371 -0.0471 -2.7297 0.634
H -2.3752 -0.4389 -2.3247 0.273
H -1.0376 -2.3292 -1.7278 0.577
H 1.0376 -1.4409 -1.6888 0.436
H 0.8086 -2.1036 -0.2485 0.417
H -0.9638 -1.6724 1.0355 0.523
H -2.1566 -2.6213 0.2022 0.292
C 0.7127 0.2130 2.6765 -0.641
O 1.4429 0.4240 1.4667 -0.218
C 2.8245 0.7328 1.6989 -0.467
C 3.3176 1.3331 0.3972 -0.547
O 2.6995 0.5846 -0.6593 0.044
C 3.6430 0.0346 -1.6002 -0.889
H 0.8824 1.0495 3.3577 0.364
H 1.0261 -0.7122 3.1657 0.317
H -0.3399 0.1708 2.4157 0.176
H 3.3669 -0.1857 1.9506 0.377
H 2.9129 1.4475 2.5223 0.437
H 4.4047 1.2709 0.3333 0.544
H 3.0150 2.3814 0.3014 0.268
H 4.3699 0.7973 -1.8832 0.398
H 3.1089 -0.2705 -2.4970 0.355
H 4.1645 -0.8183 -1.1617 0.388
```

## Properties
* lowest unoccupied orbital energy: -8.820 eV
* relative energy (zero: lowest compared OMol25 entry of this formula, charge and spin): 0.00 kcal per mole
* DFT total energy: -725.2405 Ha
* charge: +3

=====

(8)
Here is a structure of composition C10H26Br2MnN2O3 in a non-equilibrium geometry from the Open Molecules 2025 dataset. Energies are from wB97M-V/def2-TZVPD.

```
44
Properties=species:S:1:pos:R:3:mulliken_spin:R:1
Mn 0.3232 -0.1708 -0.8843 5.303
Br 0.6943 1.3448 -2.1397 0.111
Br -0.9539 -1.4515 -1.8499 0.133
C 3.6505 0.2437 0.7324 0.080
C 2.4764 0.2909 -0.1782 -0.316
C 2.4929 -1.1112 -0.9185 0.052
O 1.4617 -0.9848 -1.8847 0.012
C 1.5861 -1.7811 -3.0150 0.124
N 1.2278 0.3911 0.5119 -0.622
H 3.8968 1.0630 1.4078 -0.038
H 4.5797 0.2412 0.1626 0.005
H 3.6478 -0.6015 1.4207 0.042
H 2.5827 1.0974 -0.9036 0.074
H 2.3448 -1.9976 -0.3017 -0.016
H 3.4230 -1.2962 -1.4557 0.012
H 2.4215 -1.5424 -3.6731 0.010
H 0.7146 -1.5575 -3.6302 0.004
H 1.6372 -2.8411 -2.7661 -0.014
H 1.2037 1.3144 0.9206 0.225
H 1.3417 -0.2138 1.3127 0.123
C 1.1582 -2.7491 1.3881 0.139
O 0.4082 -1.7158 0.6781 -0.305
C -0.8745 -1.3546 1.2871 0.023
C -1.5833 -0.2984 0.4831 -0.191
N -0.7823 0.7980 -0.1072 -0.332
C -1.6332 1.8062 -0.7954 0.034
C -2.6597 2.6125 0.0304 -0.021
O -3.7298 1.7545 0.5249 0.001
C -4.7827 2.4406 1.2126 0.001
H 1.2949 -2.4388 2.4240 -0.008
H 2.0675 -3.1425 0.9336 0.031
H 0.5291 -3.6224 1.5607 -0.006
H -0.6838 -0.9599 2.2851 0.093
H -1.5124 -2.1958 1.5584 0.044
H -2.3319 0.0715 1.1837 0.048
H -2.1803 -0.8298 -0.2580 0.014
H -0.3812 1.2487 0.7028 0.077
H -1.9874 1.3490 -1.7193 0.019
H -0.9176 2.5359 -1.1744 0.004
H -2.9342 3.6408 -0.2047 0.002
H -2.0065 2.8451 0.8715 0.024
H -5.4948 2.9373 0.5536 0.001
H -4.3629 3.1236 1.9511 0.001
H -5.3716 1.7064 1.7623 0.001
```

## Properties
* lowest unoccupied orbital energy (spin up / spin down): 0.473 / 0.261 eV
* relative energy (zero: lowest compared OMol25 entry of this formula, charge and spin): 399.81 kcal per mole
* DFT total energy: -7030.3225 Ha
* 2S+1: 6
* charge: 0